Entry 1:
DFT (wB97M-V/def2-TZVPD) results for 2 unconnected molecules or ions with the total composition C6H12N2O.

XYZ file:
```
21
Properties=species:S:1:pos:R:3
C -0.70807 -0.67389 1.30126
C -0.55748 -0.42575 0.00763
C -1.53164 -0.88029 -1.03166
C 0.64620 0.32616 -0.51803
O 1.20318 1.22332 0.42443
C 1.77155 -0.67350 -0.89240
N 2.27195 -1.45188 0.21663
H 0.00170 -0.32396 2.03354
H -1.54993 -1.22829 1.67741
H -2.15857 -1.68237 -0.64977
H -2.16868 -0.04359 -1.31147
H -1.01854 -1.22723 -1.92516
H 0.35377 0.87869 -1.42570
H 0.48986 1.77230 0.76559
H 1.40019 -1.35685 -1.66026
H 2.60631 -0.10271 -1.30371
H 2.63627 -0.81675 0.91995
H 1.51030 -1.97102 0.64386
C -1.72181 2.90410 0.92490
N -2.05209 2.07456 0.22013
H -1.42446 3.67894 1.58283
```

SMILES string: C=C(C)[C@@H](O)CN.C#N
energy above the lowest of the compared OMol25 structures with the same formula, charge and spin: 1.873 eV
LUMO level: 0.70 eV

Mulliken atomic charge list, values in e, 8 entries: C -1.140; C 0.575; C -1.292; C 0.326; O -0.546; C -0.918; N -0.643; H 0.313

Entry 2:
DFT (wB97M-V/def2-TZVPD) results for 7 unconnected molecules or ions with the total composition C20H36Cl8N2O2 at a distorted geometry.

XYZ file:
```
68
Properties=species:S:1:pos:R:3
O 18.26159 17.10376 4.69654
C 17.10031 17.25671 4.90698
C 16.31500 18.50044 4.46763
C 14.86169 18.13154 4.72862
C 14.95598 16.80614 5.61873
O 16.28739 16.31694 5.43010
H 16.66729 19.39858 5.02220
H 16.58135 18.58428 3.43973
H 14.24983 18.93280 5.18523
H 14.36273 17.92416 3.79215
H 14.85006 16.96682 6.73880
H 14.32423 15.94558 5.29996
C 10.35888 7.86638 9.18965
C 9.40711 7.57319 8.09569
C 9.54023 8.38685 6.74976
C 8.99543 9.73292 7.05066
N 8.31980 10.56003 7.46754
H 11.32490 7.50139 8.95767
H 10.11809 7.26643 10.08169
H 10.38634 8.94831 9.47255
H 8.42573 7.76402 8.47351
H 9.34474 6.53388 7.87439
H 8.97670 8.04978 5.90321
H 10.60305 8.39097 6.49147
C 17.12361 12.92704 12.58341
C 16.58361 12.42603 11.23103
C 15.60645 11.29291 11.34878
C 14.50252 11.55850 12.32381
N 13.63265 11.73730 13.02602
H 17.67916 13.78904 12.30193
H 17.65018 12.25968 13.25637
H 16.23742 13.30773 13.09579
H 17.37546 12.06339 10.46305
H 16.15304 13.27420 10.69398
H 16.19662 10.43151 11.66662
H 15.17476 10.93927 10.43277
Cl 8.53812 12.20632 11.00551
C 7.13644 12.97092 10.32810
C 7.18404 14.45505 10.59880
Cl 6.75136 14.81714 12.29760
H 6.29012 12.36992 10.71534
H 7.24866 12.77706 9.25148
H 6.51570 15.03005 9.96597
H 8.20188 14.79361 10.48806
Cl 10.17484 12.88831 5.18203
C 8.43432 12.91942 5.24122
C 7.99992 14.30877 5.71818
Cl 8.32386 14.66906 7.45046
H 8.05358 12.17376 5.90383
H 8.06161 12.74520 4.25285
H 6.90951 14.44182 5.69787
H 8.41652 15.05019 5.05472
Cl 12.75485 14.81843 7.86197
C 11.98965 13.78030 9.19694
C 11.41655 12.51278 8.71476
Cl 12.61049 11.38139 7.95917
H 11.23829 14.44040 9.61622
H 12.76982 13.64455 9.91355
H 10.62943 12.72776 7.90399
H 10.94993 12.02013 9.49386
Cl 8.80621 19.26080 12.96590
C 8.57960 18.18799 11.62338
C 9.91743 17.56579 11.18684
Cl 10.61781 16.52599 12.47176
H 8.13218 18.65434 10.76321
H 8.01706 17.38903 12.07858
H 10.66339 18.34088 10.93751
H 9.73151 16.92084 10.28342
```

SMILES string: O=C1CCCO1.CCCC#N.CCCC#N.ClCCCl.ClCCCl.ClCCCl.ClCCCl
LUMO level: 0.34 eV

Mulliken atomic charge list, values in e, 8 entries: O -0.571; C 0.456; C -0.286; C -0.537; C -0.144; O -0.350; H 0.247; H 0.242